{
  "formula": "C24H73NO18S",
  "method": "ωB97M-V/def2-TZVPD",
  "elements": ["C", "C", "C", "C", "O", "S", "O", "O", "C", "C", "C", "C", "N", "C", "H", "H", "H", "H", "H", "H", "H", "H", "H", "H", "H", "H", "H", "C", "O", "H", "H", "H", "H", "C", "O", "H", "H", "H", "H", "C", "O", "H", "H", "H", "H", "C", "O", "H", "H", "H", "H", "C", "O", "H", "H", "H", "H", "C", "O", "H", "H", "H", "H", "C", "O", "H", "H", "H", "H", "C", "O", "H", "H", "H", "H", "C", "O", "H", "H", "H", "H", "C", "O", "H", "H", "H", "H", "C", "O", "H", "H", "H", "H", "C", "O", "H", "H", "H", "H", "C", "O", "H", "H", "H", "H", "C", "O", "H", "H", "H", "H", "C", "O", "H", "H", "H", "H"],
  "coordinates": [[4.360105, 5.161589, 0.465256], [3.902634, 4.206246, -0.665700], [3.359646, 2.878438, -0.128882], [1.854017, 2.901883, -0.065254], [1.330732, 1.588247, 0.275044], [1.053488, 1.264229, 1.817457], [1.723186, 2.266758, 2.613465], [-0.573969, 1.639325, 1.945428], [-0.948042, 2.877415, 1.431723], [-1.311770, 3.013946, 0.101969], [-1.661622, 4.281055, -0.341427], [-1.628282, 5.336483, 0.564023], [-1.292507, 5.211403, 1.847804], [-0.955831, 3.992725, 2.261057], [5.436793, 5.118289, 0.571242], [3.927316, 4.827700, 1.403835], [4.025375, 6.178308, 0.298272], [3.130362, 4.686382, -1.259828], [4.758424, 4.004040, -1.296781], [3.625301, 2.088122, -0.830024], [3.801611, 2.616033, 0.826948], [1.476678, 3.110578, -1.061179], [1.468689, 3.677208, 0.588788], [-1.312721, 2.162124, -0.557898], [-1.934589, 4.447864, -1.369290], [-1.891565, 6.323052, 0.215083], [-0.674258, 3.866798, 3.295287], [-0.199023, -0.619102, 5.035521], [1.214721, -0.517348, 4.873545], [-0.392413, -1.421263, 5.745025], [-0.614367, 0.310301, 5.430893], [-0.690894, -0.860289, 4.089529], [1.387450, 0.188342, 4.243610], [2.619796, -4.178673, 4.439747], [2.594706, -3.088785, 3.510980], [3.429364, -4.841370, 4.152120], [2.798492, -3.816404, 5.453671], [1.675103, -4.729757, 4.408377], [1.878700, -2.501028, 3.774151], [-2.944776, 6.937427, -3.670274], [-3.270212, 6.505591, -2.346261], [-2.066953, 7.575590, -3.609002], [-2.720062, 6.082010, -4.305858], [-3.770875, 7.509878, -4.100647], [-4.047369, 5.944352, -2.404435], [0.242297, -5.184831, 1.206059], [1.281779, -4.325443, 0.757670], [-0.301349, -5.527062, 0.327675], [0.648326, -6.054668, 1.729445], [-0.450772, -4.653924, 1.865976], [1.761334, -4.022324, 1.537672], [0.838126, 8.696449, -2.876274], [0.824715, 7.966603, -4.102653], [-0.051902, 8.422679, -2.315562], [1.723546, 8.443567, -2.287279], [0.821406, 9.772225, -3.067461], [1.610065, 8.218643, -4.594375], [4.960550, -1.626542, 5.571646], [5.305301, -2.968223, 5.916495], [4.100262, -1.672820, 4.910255], [4.697548, -1.047142, 6.460855], [5.783088, -1.131896, 5.047989], [6.067184, -2.934599, 6.499954], [-0.345367, -3.096329, 8.371539], [1.058241, -2.965264, 8.169973], [-0.499020, -3.901965, 9.084190], [-0.770618, -2.175476, 8.780039], [-0.853345, -3.351209, 7.436620], [1.209824, -2.253186, 7.541891], [-1.338849, -5.455869, -2.596027], [-0.286630, -4.592631, -3.008978], [-1.873030, -5.775864, -3.486971], [-0.941798, -6.337974, -2.085982], [-2.034932, -4.932473, -1.933315], [0.193715, -4.309746, -2.224592], [-2.375531, 2.980021, -6.015831], [-2.523677, 3.747365, -4.810998], [-3.362376, 2.685741, -6.347065], [-1.905945, 3.581726, -6.795360], [-1.784228, 2.081656, -5.831988], [-1.643982, 4.000838, -4.519539], [-3.284836, -1.040025, -7.087111], [-3.594638, 0.314524, -7.419100], [-2.205896, -1.155766, -7.157072], [-3.606345, -1.278867, -6.072180], [-3.762723, -1.725118, -7.793832], [-4.549908, 0.414403, -7.362087], [-3.860325, -2.640847, -2.883180], [-4.103528, -1.603488, -3.831533], [-2.934584, -3.131766, -3.171186], [-3.747088, -2.234490, -1.875110], [-4.668392, -3.376795, -2.886714], [-4.918615, -1.162761, -3.579007], [4.636842, -6.967477, 5.731487], [4.449858, -7.593547, 4.458607], [3.748654, -7.157205, 6.328063], [5.506887, -7.384884, 6.242926], [4.765972, -5.889223, 5.611255], [5.233866, -7.422547, 3.931462], [-7.597539, -0.474246, -6.020198], [-6.706280, 0.529932, -6.501431], [-8.054787, -0.945279, -6.885324], [-7.061275, -1.235319, -5.446699], [-8.381985, -0.036630, -5.398380], [-6.301856, 0.954093, -5.739148], [-5.624930, 4.283580, -7.766682], [-4.509213, 4.982611, -7.226340], [-5.485968, 4.230119, -8.843020], [-5.687797, 3.264663, -7.372007], [-6.561973, 4.807295, -7.557790], [-4.619582, 5.027556, -6.272519], [6.790464, -9.933182, 6.302501], [6.800459, -9.260114, 7.558821], [5.755621, -10.027273, 5.984887], [7.338616, -9.359622, 5.549487], [7.227634, -10.931554, 6.385090], [7.713992, -9.174672, 7.841902]],
  "forces_ev_per_angstrom": [[-0.5, -0.6, -0.2], [0.2, 0.2, 0.9], [0.1, -0.2, -0.6], [0.3, 0.2, -0.3], [-0.1, 0.1, 0.4], [-0.6, -0.2, -0.1], [0.3, 0.1, 0.2], [0.3, -0.1, -0.4], [-0.2, 0.3, 0.0], [-0.1, 0.2, 0.2], [0.2, -0.2, 0.3], [0.0, 0.0, -0.2], [0.0, -0.2, -0.2], [0.0, -0.2, 0.0], [0.2, 0.2, 0.1], [-0.1, 0.1, 0.2], [0.2, 0.2, -0.1], [0.0, 0.1, -0.3], [0.0, 0.0, -0.4], [0.0, -0.2, 0.0], [0.0, 0.0, 0.2], [-0.2, -0.1, -0.1], [0.0, -0.1, 0.3], [0.0, -0.2, -0.1], [-0.1, 0.1, -0.1], [-0.1, 0.2, 0.0], [0.1, 0.0, 0.2], [0.1, 0.1, -0.1], [-0.2, -0.3, 0.0], [0.0, 0.0, 0.0], [-0.1, 0.0, 0.0], [-0.1, 0.0, 0.0], [0.2, 0.1, 0.1], [-0.2, 0.3, 0.0], [-0.1, -0.3, -0.2], [0.0, 0.0, -0.1], [0.0, -0.1, 0.0], [0.1, -0.1, 0.1], [0.1, 0.2, 0.1], [-0.2, -0.1, 0.1], [0.2, 0.1, 0.0], [0.0, 0.0, 0.0], [0.0, 0.0, -0.1], [0.1, 0.0, -0.1], [0.0, 0.0, 0.0], [0.3, 0.2, 0.0], [-0.2, -0.1, 0.0], [0.0, 0.0, 0.0], [-0.1, 0.0, 0.0], [-0.1, -0.1, 0.0], [0.2, 0.2, 0.1], [0.2, -0.1, -0.3], [-0.1, 0.0, 0.2], [0.0, 0.0, 0.0], [-0.1, 0.1, 0.1], [0.0, 0.0, 0.1], [0.0, 0.0, -0.1], [0.1, -0.1, 0.1], [0.0, 0.1, -0.1], [0.0, 0.0, 0.0], [0.0, 0.0, 0.0], [0.0, 0.0, 0.0], [0.0, 0.0, 0.0], [0.3, 0.2, -0.2], [-0.1, -0.1, 0.0], [0.0, 0.0, 0.0], [-0.1, 0.0, 0.0], [-0.1, 0.0, 0.1], [0.1, 0.0, 0.0], [0.3, 0.2, 0.1], [-0.2, 0.0, 0.0], [0.0, 0.0, 0.0], [-0.1, 0.0, 0.0], [-0.1, -0.1, 0.0], [0.1, 0.0, 0.0], [0.3, 0.1, 0.2], [-0.1, -0.1, -0.1], [0.0, 0.0, 0.0], [-0.1, -0.1, -0.1], [-0.1, 0.0, 0.0], [0.0, 0.0, 0.0], [-0.3, 0.2, -0.1], [0.1, -0.1, 0.0], [0.0, 0.0, 0.0], [0.1, -0.1, 0.0], [0.1, -0.1, 0.0], [-0.1, 0.0, 0.0], [-0.1, 0.1, -0.1], [0.0, -0.1, 0.1], [0.0, 0.0, 0.0], [0.0, 0.0, 0.0], [0.0, 0.0, 0.0], [0.0, 0.0, 0.0], [0.2, 0.0, -0.3], [-0.1, 0.0, 0.1], [0.0, 0.0, 0.0], [-0.1, 0.0, 0.1], [0.0, 0.0, 0.2], [0.0, 0.0, 0.0], [0.1, 0.1, 0.1], [0.1, 0.0, 0.0], [0.0, 0.0, 0.0], [0.0, 0.0, 0.0], [0.0, 0.0, 0.0], [0.0, 0.1, 0.0], [0.1, 0.1, 0.2], [-0.2, 0.0, -0.1], [0.0, 0.0, 0.0], [0.0, 0.0, -0.1], [0.0, 0.0, 0.0], [0.1, 0.0, 0.0], [0.1, 0.1, 0.2], [-0.1, -0.1, -0.1], [0.0, 0.0, 0.0], [0.0, -0.1, -0.1], [0.0, 0.0, -0.1], [0.0, 0.0, 0.0]],
  "spin_multiplicity": 1,
  "orbital_gap_ev": 9.8,
  "total_energy_ev": -75244.4405,
  "homo_energy_ha": -0.35480,
  "max_force_ha_per_bohr": 0.01791
}